Molecular formula: C6H12NO4PS2
Method: DFT, ωB97M-V/def2-TZVPD

The relative energy (zero: lowest compared OMol25 entry of this formula, charge and spin) comes out at 0.00 kcal/mol. The net charge is -2. For the energy, the calculation gives -1729.430132 a.u.

Positions of all 26 atoms, in Å:
C: 0.661 0.640 0.489
C: 3.669 -0.314 -1.627
C: -3.005 1.140 3.385
C: 2.539 -1.304 -1.828
C: -3.429 0.613 2.228
C: 0.354 -0.689 -0.110
N: -0.413 1.210 1.073
O: -0.703 -1.792 -2.409
O: -1.981 0.080 -1.187
O: 1.756 1.190 0.489
O: 0.049 0.665 -2.542
P: -0.550 -0.456 -1.770
S: 1.778 -1.782 -0.245
S: -3.160 -0.987 1.672
H: 3.300 0.518 -1.035
H: 4.499 -0.776 -1.092
H: 4.031 0.057 -2.586
H: -2.380 -0.528 -0.546
H: -3.217 2.166 3.659
H: -2.416 0.564 4.081
H: 2.887 -2.233 -2.286
H: 1.734 -0.882 -2.424
H: -0.347 -1.238 0.526
H: -4.015 1.240 1.551
H: -1.314 0.754 1.106
H: -0.327 2.146 1.429

Atoms 1-6, force components in eV/Å:
C -0.14 0.56 0.55
C -0.05 0.00 -0.05
C -0.05 0.36 0.13
C -0.08 -0.10 0.41
C -0.31 0.11 0.01
C 0.11 -0.54 -0.84

The Mulliken scheme yields these atomic charges, measured in e: 0.437 -0.991 -0.727 -0.310 -0.286 -0.028 -0.140 -0.773 -0.483 -0.726 -0.743 0.710 -0.165 -0.559 0.234 0.271 0.331 0.206 0.286 0.240 0.406 0.159 0.233 0.239 -0.006 0.185